[1]
The following is a quantum chemistry calculation of the ion C3H3N2O with charge -1, from the Open Molecules 2025 dataset.

```
9
Properties=species:S:1:pos:R:3:forces:R:3
N 1.688635 1.931584 -1.141872 -0.23 -0.26 0.12
C 0.996533 1.046115 -0.856034 1.10 1.27 -0.38
C 0.174833 -0.026853 -0.531912 -1.01 -1.00 -0.10
C -0.793011 0.042206 0.608172 -0.09 0.09 0.00
N 0.385030 -0.770621 0.846662 0.28 0.78 0.37
O 0.224574 -2.077171 0.802961 -0.35 -0.62 -0.25
H -0.083701 -0.685693 -1.357600 0.02 -0.02 0.26
H -0.829339 0.976295 1.163772 0.02 -0.03 -0.01
H -1.763554 -0.435864 0.465851 0.25 -0.21 0.00
```
Positions in Å, forces in eV/Å.

Results
Structure (SMILES)   N#C[C@@H]1CN1[O-]
Electronic energy   -8184.66480 eV
Charge   -1
HOMO   -2.4 eV

Here are the natural (NBO) charges for atoms 1 to 8, given in e: N -0.45; C 0.31; C -0.36; C -0.26; N -0.06; O -0.76; H 0.23; H 0.18



[2]
The following is a quantum chemistry calculation of a cluster of 2 separate species, C4H12 in total, from the Open Molecules 2025 dataset.

```
16
Properties=species:S:1:pos:R:3:forces:R:3
C -1.176452 -1.603476 -0.678418 -0.04 0.33 -0.18
C -0.382312 -2.459827 -1.653922 0.23 -0.35 0.67
H -0.637992 -1.554977 0.270672 -0.39 -0.18 0.13
H -1.293300 -0.567548 -0.996886 0.16 0.05 -0.22
H -2.197634 -1.980642 -0.567202 0.22 -0.09 0.30
H -0.741047 -2.419111 -2.671695 -0.09 0.03 -0.26
H -0.409636 -3.491319 -1.302200 -0.22 -0.18 -0.20
H 0.679007 -2.229507 -1.619207 0.10 0.38 -0.25
C 0.364691 1.604329 0.679757 -0.68 -0.53 -0.34
C 1.186641 2.427104 1.652254 0.15 0.31 -0.19
H -0.155957 0.818294 1.227322 -0.06 -0.06 0.06
H -0.428131 2.150749 0.163665 0.12 0.34 0.16
H 0.889930 1.087747 -0.123355 0.50 0.10 0.17
H 1.721774 1.771046 2.338274 0.05 0.07 0.04
H 0.510633 3.058330 2.235760 0.19 -0.04 0.07
H 1.927247 3.082711 1.171878 -0.27 -0.18 0.04
```
Positions in Å, forces in eV/Å.

Results
Structure (SMILES)   CC.CC
Electronic energy   -4342.39631 eV
Charge   0
HOMO   -11.7 eV

Here are the natural (NBO) charges for atoms 1 to 8, given in e: C -0.61; C -0.61; H 0.20; H 0.20; H 0.20; H 0.20; H 0.20; H 0.20



[3]
The following is a quantum chemistry calculation of a structure of composition C4H6NO2P, from the Open Molecules 2025 dataset.

```
14
Properties=species:S:1:pos:R:3:forces:R:3
C -1.939280 0.027589 -0.658267 2.02 0.09 0.42
C -0.910329 -0.251872 -1.448042 2.73 2.92 2.22
C 1.950307 -0.382253 -0.361626 -0.22 -0.82 0.26
C -0.668337 0.701481 1.218339 -0.76 -1.02 2.34
N 2.043658 -0.883799 0.787360 1.20 -0.41 1.43
O -1.923818 0.537140 0.602359 1.31 -0.08 -0.67
O 0.253923 1.553434 0.601651 -0.20 1.22 -0.26
P 0.974263 1.067410 -0.796203 -3.34 -1.30 -0.58
H -2.926124 -0.170001 -0.827559 -2.53 -0.74 -1.21
H -0.880416 -0.438337 -2.474402 -0.35 -0.62 -1.20
H 2.413940 -0.852606 -1.209963 0.55 -0.04 -0.79
H -1.085500 0.907266 2.241216 1.31 1.37 -0.70
H -0.058602 -0.161910 1.425884 -0.58 -1.34 -0.65
H 2.756316 -1.653544 0.899254 -1.13 0.78 -0.60
```
Positions in Å, forces in eV/Å.

Results
Electronic energy   -19115.37458 eV
Charge   0
HOMO   -9.3 eV

Here are the natural (NBO) charges for atoms 1 to 8, given in e: C 0.11; C -0.47; C -0.24; C 0.19; N -0.62; O -0.49; O -0.80; P 1.03



[4]
The following is a quantum chemistry calculation of a structure of composition C24H28N6Pd, from the Open Molecules 2025 dataset.

```
59
Properties=species:S:1:pos:R:3:forces:R:3
Pd 0.815895 -0.222622 0.342941 0.65 0.29 0.20
C 4.443339 -0.052469 -2.431765 0.01 0.01 -0.01
C 3.487135 -0.446526 -1.482997 0.04 0.03 -0.01
N 2.716726 0.398221 -0.838437 -0.18 -0.07 0.00
C 2.827494 1.733561 -1.073984 0.01 0.05 0.00
C 3.736878 2.215907 -2.049985 -0.04 -0.02 0.05
C 4.553250 1.277903 -2.716504 0.00 -0.02 0.00
C 3.804807 3.596849 -2.351653 0.01 0.02 -0.02
C 2.959404 4.446528 -1.700128 0.00 0.00 -0.01
C 2.070949 4.004935 -0.706613 0.01 -0.05 -0.01
C 1.985922 2.666788 -0.306704 0.01 -0.06 0.00
N 1.219489 2.104083 0.646017 -0.04 0.10 -0.07
C 0.511655 2.674029 1.633966 0.04 0.02 -0.04
C 0.404497 4.024724 1.994999 0.01 -0.03 0.03
C -0.439622 4.471711 3.022356 0.01 -0.03 0.00
C -1.210220 3.617056 3.757795 -0.01 0.03 0.01
C -1.087623 2.228514 3.518210 0.05 -0.02 -0.02
C -1.796689 1.284168 4.291138 0.00 -0.02 0.00
C -1.594625 -0.051965 4.096934 0.02 0.02 0.02
C -0.665591 -0.445415 3.121526 0.01 0.01 0.07
N -0.016362 0.406339 2.359336 -0.23 -0.16 -0.29
C -0.219234 1.743139 2.505849 -0.03 0.05 0.12
H 5.058043 -0.794995 -2.923422 0.00 0.00 0.00
H 3.351890 -1.497106 -1.248161 -0.01 0.00 0.00
H 5.260033 1.636334 -3.456467 0.00 0.00 0.00
H 4.503840 3.945544 -3.101542 0.00 0.01 0.01
H 2.967515 5.503481 -1.942245 0.01 0.00 -0.01
H 1.419542 4.743653 -0.279084 -0.08 0.02 0.11
H 0.991142 4.771565 1.495062 0.08 0.02 -0.11
H -0.479309 5.537110 3.220578 -0.01 0.00 0.01
H -1.876769 3.968766 4.535445 0.00 0.01 -0.01
H -2.484054 1.643879 5.048736 0.00 0.00 0.00
H -2.110646 -0.798120 4.687442 0.00 0.00 0.00
H -0.440129 -1.494818 2.967566 -0.03 -0.01 -0.03
N -3.799828 -4.351261 -0.421735 0.01 0.01 -0.01
C -2.634182 -3.419215 -0.716052 0.00 0.01 -0.03
C -3.049567 -2.343470 -1.689523 0.01 0.02 0.00
C -1.949242 -1.266524 -1.623177 -0.01 0.00 0.02
N -2.106031 -0.590268 -0.340293 0.03 0.06 -0.04
C -0.550057 -1.885178 -1.804434 0.04 0.02 -0.05
C -0.242262 -3.247184 -1.148707 0.02 0.02 0.05
N 0.106836 -3.142507 0.265607 0.02 0.05 -0.01
C -1.454331 -4.196182 -1.244593 0.03 0.00 0.00
H -4.583665 -3.822090 -0.038390 -0.01 -0.01 0.00
H -3.518742 -5.060385 0.256023 -0.01 -0.01 0.00
H -4.110869 -4.821004 -1.272585 -0.01 -0.01 0.00
H -2.371883 -2.960790 0.240257 -0.01 -0.01 0.02
H -3.999650 -1.882383 -1.400594 0.00 0.00 -0.01
H -3.152473 -2.754135 -2.700328 0.00 -0.01 0.00
H -2.099299 -0.589981 -2.472113 0.01 0.02 0.01
H -2.804159 0.142935 -0.411583 -0.01 -0.01 -0.01
H -1.217218 -0.117664 -0.084892 -0.07 -0.15 0.10
H 0.208593 -1.140768 -1.460695 -0.10 -0.11 0.01
H -0.386864 -2.001382 -2.880432 -0.03 -0.03 -0.01
H 0.565384 -3.695209 -1.738683 0.03 0.01 0.01
H 0.598115 -2.224977 0.445282 -0.21 -0.07 -0.02
H 0.762696 -3.874616 0.516681 -0.01 -0.01 -0.01
H -1.245280 -5.079977 -0.633823 0.00 0.00 -0.01
H -1.634581 -4.516561 -2.277421 -0.01 0.00 0.00
```
Positions in Å, forces in eV/Å.

Results
Electronic energy   -37760.17197 eV
Charge   0
HOMO   -4.9 eV

Here are the natural (NBO) charges for atoms 1 to 8, given in e: Pd 0.10; C -0.28; C 0.03; N -0.47; C 0.21; C -0.10; C -0.14; C -0.29



Asked for LUMO level across the records above, the calculation gives 4.475 1.117 -0.062 -1.151 eV in order.
Asked for HOMO-LUMO gap across the records above, the calculation gives 6.9003 12.8292 9.2294 3.7111 eV in order.
Asked for energy relative to the best compared isomer or geometry (same formula, charge and spin) across the records above, the calculation gives 0.0 12.7 418.3 101.4 kJ/mol in order.